Entry from the Open Molecules 2025 dataset: the molecule C2H3Cl2PS (ωB97M-V/def2-TZVPD).

Geometry as XYZ:
```
9
Properties=species:S:1:pos:R:3:forces:R:3
C 0.6836 -0.5017 -0.5211 -5.87 2.89 -1.97
C 0.4553 0.6977 -0.0210 2.24 0.81 2.67
P 1.9071 1.7693 0.9727 -1.50 -2.85 -2.12
S 3.2990 0.7726 1.7871 0.04 0.01 0.11
Cl 2.3762 2.9314 -0.5719 0.72 0.45 -1.11
Cl 1.0237 3.1759 1.9957 -1.06 0.71 1.36
H -0.1416 -0.8297 -1.2473 1.01 -0.05 1.48
H 1.5075 -1.0134 -0.5752 4.77 -2.55 0.05
H -0.5280 1.0979 0.1074 -0.36 0.58 -0.47
```
Positions in Å, forces in eV/Å.

Summary:
frontier orbital gap = 10.03 eV
structure (SMILES) = C=CP(=S)(Cl)Cl
relative energy (zero: lowest compared OMol25 entry of this formula, charge and spin) = 82.10 kJ/mol
strongest force on any atom = 0.133 hartree/bohr
HOMO = -9.499 eV
LUMO level = 0.529 eV
2S+1 = 1